Record 1
Density functional theory data (ωB97M-V/def2-TZVPD) for a cluster of 9 separate species, C34H94N8O10 in total.

Geometry as ORCA input:
```
! RIJCOSX wB97M-V def2-TZVPD def2/J DEFGRID3
* xyz -1 2
O 1.3849 0.3677 -0.8349
O -4.8626 -1.5036 4.0225
O 3.4472 -4.7616 -4.3304
O 0.1949 -1.8234 0.9436
O 3.8128 0.9219 4.1496
O -1.7061 6.0038 -1.3438
O 4.0385 3.3359 -1.3347
O -5.3369 -0.2291 -3.9224
O 2.4921 -5.7477 0.8545
O 1.2474 4.6925 4.0960
N -0.0171 -6.8266 1.6024
N -2.3981 3.7137 -3.2028
N 3.5395 5.9930 -0.1322
N -0.5081 1.7534 2.7712
N 1.9954 0.1642 1.8607
N 0.1908 -3.6262 -3.1257
N -3.6554 -3.6776 1.3813
N -2.3259 1.2696 -5.3834
C -0.1073 2.8851 3.6363
C 4.7623 -4.8631 -3.7753
C 4.0472 -1.0193 1.8362
C -4.6834 -2.7082 3.2987
C 2.8029 -0.7804 2.6057
C 4.2192 1.3717 5.3992
C 1.2831 3.4302 3.4743
C -5.8120 -1.6240 5.0216
C -1.1781 3.1351 -1.2666
C -3.2258 0.1379 -5.0449
C -4.2540 0.6748 -3.9962
C 0.5429 -0.7173 -1.1798
C 1.1198 -4.1350 -4.0617
C -3.7885 -2.3953 2.0407
C 2.4621 5.0651 -0.4522
C -2.8210 5.0274 -1.2583
C 0.2500 -6.2716 0.3154
C 1.1612 -3.2832 -5.3256
C 3.3688 -4.6101 1.0588
C -6.4848 0.3292 -3.1878
C -4.4988 -1.3545 1.1318
C -2.4200 -0.9893 -4.4430
C -2.4525 3.6943 -1.7959
C 1.2673 -5.2194 0.4175
C -1.2049 6.4803 -0.1044
C 2.4599 -4.2137 -3.4742
C 4.0147 2.0201 -1.8642
C 1.8446 5.5798 -1.7377
C 2.5157 5.3276 4.3358
C -0.5023 -1.1579 -0.0725
C 3.1647 -0.3675 4.1037
C 3.0206 3.5938 -0.4477
C -0.4956 2.4526 5.0985
C -1.1229 -5.7591 -0.1871
H -3.2848 4.9288 -0.2769
H 3.1165 4.7586 5.0453
H -1.8548 -6.5616 -0.2791
H -4.1547 -3.3880 3.9669
H -2.8213 -1.9126 2.1804
H 0.8018 -1.1555 1.2712
H 3.8315 -1.1162 4.5315
H -0.7511 3.7018 3.3097
H 4.9308 0.6215 5.7441
H 1.0753 4.8599 -2.0172
H -1.1867 -5.2268 -1.1362
H 0.1778 -4.1356 -2.2537
H -4.6914 -0.3590 1.5319
H 0.5822 -6.9679 -0.4547
H 2.4353 6.3612 4.6726
H 3.2926 3.3928 0.5885
H 0.2368 -3.1465 -5.8867
H -5.5015 -1.7251 0.9187
H 2.6605 5.5130 -2.4573
H -3.8775 -1.0792 0.2796
H -5.6084 -2.3818 5.7782
H -2.7829 -1.9686 -4.7548
H -3.0344 -4.2363 1.9490
H 1.4434 0.4558 2.6547
H 4.6021 -1.8873 2.1920
H -3.2117 -3.5882 0.4784
H -1.1546 3.1479 -0.1769
H -5.9390 -0.7571 5.6701
H -1.8100 7.2021 0.4441
H 3.1271 1.7795 -2.4493
H -3.5631 5.3509 -1.9882
H -6.8560 -1.8423 4.7968
H 2.2258 2.9485 -0.8218
H -2.9557 1.9148 -5.8386
H 2.8936 -3.7376 1.5072
H 0.2205 1.7174 5.4657
H -0.7759 -3.6849 -3.4122
H -1.4912 1.5222 2.7810
H 1.7271 5.1886 0.3431
H 2.6632 0.8789 1.6092
H -3.2721 4.0753 -3.5569
H 5.0580 -3.8140 -3.7603
H 5.4147 -5.4341 -4.4359
H -0.3322 3.1378 5.9303
H 1.4125 -2.2625 -5.0374
H -6.9259 1.2957 -3.4314
H -0.2889 1.7950 1.7862
H -0.2512 3.6348 -1.5482
H -1.3093 -1.8068 -0.4125
H -1.0508 -0.3352 0.3862
H 4.8606 2.2526 5.4235
H 4.2060 1.2456 -1.1214
H -2.2311 -0.8955 -3.3736
H -3.8527 0.7857 -2.9888
H 3.8483 -4.2883 0.1343
H 2.5442 -4.9490 -2.6740
H 4.0551 6.0809 -0.9963
H 0.8568 -7.2532 1.8753
H 3.1000 5.2381 3.4200
H -1.7258 4.4448 -3.3862
H -1.4034 -0.9067 -4.8276
H 2.2546 -1.7221 2.5784
H 1.3809 -1.3915 -1.3567
H 3.3544 1.4211 6.0608
H 4.9092 1.9889 -2.4863
H -1.5277 2.1028 5.0769
H 1.9584 -3.4484 -6.0505
H -2.1663 1.7393 -4.5036
H 4.6785 -5.2226 -2.7497
H -0.5068 -7.6899 1.4156
H 4.2066 5.6157 0.5257
H 1.9106 2.6744 3.9467
H -4.5342 1.6735 -4.3314
H -3.7064 -0.2381 -5.9481
H 0.8879 -5.1360 -4.4254
H 4.1748 -4.9636 1.7018
H -6.1361 0.5983 -2.1908
H 0.8884 -4.5434 1.1840
H 1.9089 0.1370 -0.0644
H -3.2305 3.0170 -1.4437
H -1.1438 2.0822 -1.5463
H 1.4585 -4.6584 -0.4974
H 4.6926 -0.1438 1.9067
H -5.6226 -3.2131 3.0729
H -1.1306 5.6566 0.6056
H -0.2651 7.0032 -0.2814
H 0.0047 -0.5323 -2.1094
H 1.4776 6.6052 -1.6946
H -7.2320 -0.4124 -2.9052
H 3.7652 -1.2759 0.8151
H -1.5679 -5.0116 0.4697
H 2.7307 -3.2402 -3.0654
H 2.3058 -0.2626 4.7665
H 1.5832 3.6071 2.4414
*
```

**ΔE to the lowest compared entry with this formula, charge and spin**: 189.0 kJ/mol
**HOMO-LUMO gap (spin up / spin down)**: 1.45 / 8.78 eV
**HOMO energy (spin up / spin down)**: 0.636 / -6.786 eV

***

Record 2
Density functional theory data (ωB97M-V/def2-TZVPD) for a cluster of 5 separate species, C24H72N13O7P4 in total.

Geometry as ORCA input:
```
! RIJCOSX wB97M-V def2-TZVPD def2/J DEFGRID3
* xyz -1 1
P 3.8335 -5.0909 -0.0089
P -3.6461 -2.0917 -1.1933
P -2.4582 4.3928 1.5285
P 2.3928 3.3452 -1.5637
O 0.9598 3.0912 -1.6957
O -0.1884 -0.9951 -0.3848
O 0.3436 -1.0677 1.7127
O -2.5115 3.5212 0.3567
O -0.6356 0.6983 0.8951
O 5.1478 -4.4322 -0.1528
O -3.1838 -1.0020 -2.0453
N 2.6771 4.9098 -0.9943
N -0.1299 -0.4254 0.7369
N -4.7397 -3.0666 -2.0344
N 3.3126 3.1364 -2.9426
N -3.2509 5.8468 1.3175
N 2.6141 -4.3938 -0.8913
N 3.7749 -6.6915 -0.5137
N -3.1731 3.7971 2.9171
N -4.4047 -1.7553 0.2230
N 3.1076 2.2897 -0.4982
N -0.9185 4.7966 1.9835
N 3.3024 -4.9555 1.5593
N -2.4504 -3.1874 -0.7885
C -4.5386 3.3393 2.7568
C -5.8068 -1.4247 0.3424
C 4.2833 -5.1003 2.6397
C 4.9541 -7.4739 -0.1839
C -2.6221 -4.1601 0.2662
C 2.7116 3.5637 -4.1834
C -0.5969 5.8988 2.8752
C 3.9732 5.5160 -1.1791
C 2.5851 -4.7414 -2.3061
C -2.4590 3.0228 3.9246
C -3.5535 6.8618 2.3114
C 2.5449 -7.4442 -0.5147
C -5.4666 -4.1866 -1.4547
C 1.9195 -5.1472 1.9765
C 2.1560 -3.0254 -0.6290
C 4.7637 3.0467 -2.9357
C -1.3348 -3.5120 -1.6336
C -3.5318 6.2430 -0.0574
C 1.5500 5.8407 -1.1476
C 3.2094 2.6398 0.9233
C 0.1984 3.9053 1.7070
C -3.5218 -1.1260 1.2404
C -4.5586 -3.2387 -3.4592
C 3.1187 0.8767 -0.8432
H 4.7997 -8.4792 -0.5907
H 2.6526 -5.8128 -2.4926
H 1.6541 -6.8264 -0.4327
H 0.4836 3.9360 0.6555
H -4.6279 2.2511 2.7157
H -4.5973 -4.2658 -3.8382
H -4.0105 5.4404 -0.6150
H -1.0192 -2.6557 -2.2293
H -2.7362 -5.1867 -0.1186
H 2.5045 -8.1354 0.3403
H 0.0104 2.8515 1.9397
H -4.9428 -5.1226 -1.6794
H 4.4759 -6.1686 2.8081
H 4.7502 4.8844 -0.7527
H -0.4770 -3.6806 -0.9750
H -5.3201 -2.6684 -4.0020
H 5.1509 2.7388 -1.9743
H 0.4165 6.2429 2.6623
H 2.4205 2.0627 1.4229
H -5.9756 -0.3478 0.2321
H 4.1527 5.7925 -2.2258
H -4.6127 7.1346 2.2611
H -4.1600 7.1330 -0.1140
H -6.3621 -2.0185 -0.3782
H -1.1623 6.7930 2.6120
H -3.4699 6.4140 3.3025
H -2.5297 -1.5325 1.0480
H -2.9833 3.0558 4.8812
H 2.9463 -2.2923 -0.7285
H 1.4834 -6.0522 1.5501
H 2.1201 0.5874 -1.1901
H 3.3849 0.3247 0.0536
H -5.0674 3.8081 1.9279
H 1.2866 -4.3062 1.6897
H -1.5140 -4.3994 -2.2555
H 4.1611 2.2334 1.2785
H 5.8312 -7.1120 -0.7204
H -3.3628 -3.9450 1.0285
H -3.5716 -2.9015 -3.7843
H 5.0416 2.3123 -3.7057
H -1.4654 3.4540 4.0258
H -3.8920 -1.2649 2.2554
H 3.9168 -4.6359 3.5511
H 5.1446 3.9763 -3.3791
H 4.0265 6.4663 -0.6380
H 1.7398 -3.0070 0.3794
H 1.6285 3.4653 -4.1901
H -2.8785 7.7002 2.1353
H 3.1286 3.0155 -5.0349
H 1.8908 6.7901 -0.7237
H 5.1926 -7.5892 0.8789
H 1.2587 -2.8103 -1.1972
H 3.0757 3.7049 1.0616
H -1.6444 -4.2237 0.7707
H -6.1107 -1.6791 1.3624
H -2.3934 1.9860 3.5784
H 1.6749 -4.3710 -2.7769
H 2.4407 -8.0762 -1.4039
H -2.5898 6.5007 -0.5584
H 1.8768 -5.2192 3.0611
H -3.5007 -0.0517 1.0251
H 1.2491 5.9691 -2.1902
H -5.5429 -4.1183 -0.3690
H -0.7600 5.6145 3.9181
H 3.7850 0.6634 -1.6852
H -6.4836 -4.1907 -1.8600
H 2.9211 4.6322 -4.3875
H 5.2137 -4.6457 2.3031
H 0.7027 5.5447 -0.5340
H 3.4448 -4.3379 -2.8634
H -5.1209 3.6967 3.6210
H 1.0939 4.1097 2.2982
*
```

**ΔE to the lowest compared entry with this formula, charge and spin**: 109.9 kJ/mol
**HOMO-LUMO gap**: 7.15 eV
**HOMO energy**: -4.637 eV